Entry 1:
Computed, not measured: a structure of composition C21H40NOReS3Si2, with the ωB97M-V functional and the def2-TZVPD basis.

Geometry as XYZ:
```
69
Properties=species:S:1:pos:R:3
Re 0.516 -0.347 -0.140
C -3.409 3.230 -0.803
C -2.742 3.795 0.448
S -0.964 3.466 0.523
C -0.770 2.838 2.192
C -1.491 1.549 2.557
S -1.237 0.065 1.529
C -2.905 -0.370 0.949
C -3.792 0.706 0.341
S -3.126 1.479 -1.151
H -3.036 3.742 -1.693
H -4.481 3.435 -0.758
H -3.211 3.396 1.348
H -2.910 4.873 0.470
H -1.091 3.597 2.911
H 0.306 2.726 2.334
H -2.569 1.701 2.599
H -1.179 1.249 3.558
H -3.417 -0.810 1.808
H -2.726 -1.185 0.245
H -4.008 1.477 1.077
H -4.751 0.233 0.114
C 3.905 -2.092 2.836
Si 2.610 -0.984 2.065
C 3.532 0.242 0.967
C 1.761 0.015 3.407
C 1.372 -2.029 1.033
C 2.062 -2.473 -0.206
C 2.646 -3.684 -0.585
C 3.219 -3.784 -1.836
C 3.187 -2.707 -2.727
C 2.536 -1.561 -2.337
N 1.997 -1.469 -1.115
Si 0.375 -3.414 1.851
C 1.459 -4.748 2.616
C -0.676 -4.179 0.491
C -0.781 -2.882 3.230
H 4.726 -1.503 3.243
H 4.323 -2.779 2.098
H 3.494 -2.690 3.647
H 4.221 0.788 1.618
H 2.908 1.000 0.480
H 4.124 -0.244 0.193
H 2.521 0.414 4.080
H 1.059 -0.559 4.008
H 1.229 0.870 2.985
H 2.670 -4.516 0.100
H 3.699 -4.707 -2.130
H 3.643 -2.770 -3.704
H 2.422 -0.700 -2.983
H 2.234 -5.154 1.968
H 0.826 -5.583 2.925
H 1.953 -4.377 3.514
H -0.088 -4.738 -0.237
H -1.219 -3.402 -0.056
H -1.415 -4.863 0.909
H -0.370 -2.133 3.902
H -1.002 -3.767 3.829
H -1.728 -2.501 2.850
C -0.986 -1.482 -2.925
O -0.461 -0.152 -2.998
C -0.019 0.396 -1.882
C 0.430 1.802 -2.173
H -1.874 -1.508 -3.551
H -1.244 -1.726 -1.891
H -0.239 -2.183 -3.301
H 1.052 1.797 -3.072
H 0.986 2.253 -1.352
H -0.450 2.419 -2.360
```

Values from the calculation:
total charge = +1
spin multiplicity = 2
HOMO level (alpha / beta) = -10.86 / -10.33 eV
energy above the lowest of the compared OMol25 structures with the same formula, charge and spin = 2.446 eV
max |F| = 1.5 eV/Å

***

Entry 2:
Computed, not measured: a structure of composition C17H25CoN4S2Si, with the ωB97M-V functional and the def2-TZVPD basis.

Geometry as XYZ:
```
50
Properties=species:S:1:pos:R:3
Co -0.916 -1.083 -0.659
C 4.794 -2.309 2.935
Si 2.982 -1.878 2.782
C 2.727 -0.087 3.255
C 1.942 -3.022 3.824
C 2.512 -2.092 0.956
C 3.459 -2.392 -0.020
C 3.123 -2.483 -1.371
C 1.815 -2.256 -1.741
N 0.879 -1.999 -0.823
C 1.214 -1.934 0.471
S -0.220 -1.496 1.403
H 5.101 -2.211 3.978
H 5.425 -1.638 2.348
H 5.008 -3.335 2.632
H 3.120 0.093 4.257
H 1.672 0.190 3.250
H 3.263 0.570 2.566
H 2.232 -2.958 4.875
H 2.073 -4.058 3.505
H 0.882 -2.780 3.754
H 4.492 -2.550 0.267
H 3.866 -2.718 -2.119
H 1.491 -2.288 -2.773
S -2.648 -1.405 -2.181
C -3.438 0.111 -1.925
N -3.583 0.961 -2.935
C -4.268 2.249 -2.831
C -5.300 2.177 -1.719
C -4.642 1.674 -0.445
N -3.923 0.432 -0.731
H -3.198 0.663 -3.816
H -4.736 2.457 -3.792
H -3.535 3.035 -2.633
H -6.108 1.504 -2.007
H -5.731 3.163 -1.550
H -5.385 1.458 0.321
H -3.945 2.414 -0.043
H -3.866 -0.283 -0.023
C 0.505 3.486 -1.173
C 0.216 2.685 -2.267
C -0.235 1.398 -2.046
N -0.399 0.887 -0.819
C -0.113 1.662 0.236
C 0.335 2.964 0.099
H 0.865 4.496 -1.311
H 0.346 3.043 -3.278
H -0.468 0.733 -2.869
H -0.236 1.201 1.206
H 0.555 3.548 0.981
```

Values from the calculation:
total charge = +1
spin multiplicity = 2
HOMO level (alpha / beta) = -10.73 / -10.77 eV
max |F| = 0.4 eV/Å

***

Entry 3:
Computed, not measured: a cluster of 9 separate species, C2H21NO8 in total, with the ωB97M-V functional and the def2-TZVPD basis.

Geometry as XYZ:
```
32
Properties=species:S:1:pos:R:3
C -0.087 -1.237 -3.216
C -0.535 -0.170 -2.567
N -1.190 -0.236 -1.317
H -0.420 -2.239 -2.951
H 0.583 -1.239 -4.068
H -0.407 0.811 -3.012
H -1.032 -1.155 -0.904
H -2.185 -0.035 -1.309
O -1.413 -3.085 -0.285
H -1.915 -3.490 -0.997
H -0.560 -3.521 -0.205
O 0.930 2.822 2.093
H 1.687 2.224 2.036
H 0.561 2.625 2.962
O -1.058 3.165 -0.392
H -1.513 3.045 0.451
H -0.849 4.106 -0.382
O 0.988 2.756 -2.444
H 1.384 1.885 -2.289
H 0.414 2.717 -1.653
O -1.217 1.481 3.642
H -2.065 1.135 3.333
H -0.691 1.294 2.848
O 1.442 0.229 0.505
H 0.494 0.260 0.698
H 1.399 0.633 -0.378
O -0.383 -2.549 2.245
H -1.221 -2.101 2.390
H -0.343 -3.345 2.785
O 3.257 -2.274 1.110
H 3.008 -3.049 0.595
H 2.938 -1.466 0.676
```

Values from the calculation:
total charge = 0
HOMO level = -8.91 eV
SMILES = C=CN.O.O.O.O.O.O.O.O
energy above the lowest of the compared OMol25 structures with the same formula, charge and spin = 1.328 eV
max |F| = 1.4 eV/Å

***

- What is the total charge in the third record?
  0